{"formula": "C18H15Cl2LuNO6Te", "method": "wB97M-V/def2-TZVPD", "elements": ["Lu", "O", "C", "O", "C", "C", "C", "C", "C", "N", "C", "O", "O", "H", "H", "H", "C", "C", "C", "C", "C", "C", "Te", "C", "C", "C", "H", "H", "H", "H", "H", "H", "H", "H", "H", "H", "H", "Cl", "C", "Cl", "C", "O", "O", "H"], "coordinates": [[-0.58365, 1.13903, 0.38893], [-3.82355, 3.92978, 0.31290], [-2.73216, 3.36615, 0.27452], [-2.49862, 2.07413, 0.60074], [-1.50193, 4.09874, -0.12802], [-1.35236, 5.49187, -0.20933], [-0.07480, 6.01906, -0.48460], [1.03415, 5.16455, -0.67541], [0.82193, 3.77739, -0.57101], [-0.42114, 3.33365, -0.32496], [1.86631, 2.73074, -0.65306], [3.06806, 3.01750, -0.71316], [1.34946, 1.48129, -0.57119], [-2.19642, 6.17578, -0.05710], [0.07018, 7.09624, -0.54408], [2.02654, 5.57250, -0.85899], [0.78813, -5.87271, 0.45620], [0.32926, -4.55564, -0.07606], [0.81140, -3.99131, -1.27174], [0.33354, -2.80962, -1.81298], [0.82112, -2.21770, -3.11617], [-0.71050, -2.13895, -1.09874], [-1.54070, -0.29514, -1.96103], [-1.19488, -2.63465, 0.15109], [-2.25010, -1.90309, 0.96279], [-0.63816, -3.82028, 0.63650], [1.68277, -6.24903, -0.07557], [-0.01210, -6.64016, 0.37362], [0.99817, -5.79468, 1.52984], [1.58260, -4.51985, -1.83703], [1.65824, -2.76972, -3.56907], [1.13315, -1.16415, -2.97408], [-0.00978, -2.15999, -3.83628], [-1.85677, -0.98737, 1.42116], [-2.56746, -2.56130, 1.79506], [-3.10886, -1.61161, 0.33994], [-0.97550, -4.17304, 1.62401], [1.53770, -1.07534, 0.99115], [1.87355, 0.38451, 2.36172], [2.40836, -0.31968, 3.87420], [0.73571, 1.28833, 2.50081], [0.86426, 2.53393, 2.30893], [-0.45864, 0.69653, 2.61579], [2.71352, 0.89333, 1.89979]], "atomic_forces_ev_per_a": [[-0.61, -0.15, -0.66], [1.33, -0.44, -0.09], [-1.62, -2.31, 0.95], [-0.32, 2.77, -0.69], [1.89, 1.27, -0.34], [0.20, 0.24, -0.17], [0.08, -1.01, -0.06], [-0.67, -0.08, 0.25], [-1.54, 1.99, -0.09], [0.14, -0.19, 0.22], [1.23, -2.91, 0.36], [-1.85, -0.23, -0.12], [1.18, 2.77, 0.08], [0.29, -0.55, -0.03], [-0.09, -0.21, 0.03], [-0.21, -0.26, 0.04], [0.07, -0.71, 0.04], [-0.55, 1.36, -0.21], [0.26, -0.86, 0.09], [-1.32, 0.92, 0.76], [0.20, 0.22, -0.04], [-0.04, 0.16, -0.08], [-0.04, -0.95, 0.28], [0.57, 0.23, -1.07], [0.08, -0.56, -0.06], [0.06, -0.26, -0.03], [-0.41, 0.18, 0.32], [0.43, 0.38, -0.12], [0.17, -0.04, -0.19], [-0.09, -0.02, 0.19], [-0.27, -0.02, 0.25], [-0.07, -0.54, 0.05], [0.26, -0.14, 0.16], [-0.03, -0.13, 0.06], [0.01, 0.43, -0.37], [0.27, -0.15, 0.23], [0.14, 0.00, -0.49], [0.08, 1.96, 2.06], [2.34, -2.08, -1.39], [-0.27, -0.04, -0.16], [-4.20, 1.68, 0.44], [0.22, -2.73, 0.30], [2.75, 1.14, -0.66], [-0.04, -0.12, -0.06]], "total_charge": -1, "lumo_ev": 2.167, "de_lowest_kcal_mol": 0.87}